# 1
65
Properties=species:S:1:pos:R:3 method="wB97M-V/def2-TZVPD" de_lowest_kcal_mol=17.3 fmax_ev_per_a=0.93 total_energy_ha=-1377.4062 charge=+1 e_lumo_ev=-5.634 e_homo_ev=-10.983
C 1.94 2.40 -1.56
C 0.81 3.29 -1.06
C 1.25 4.72 -0.81
Si -0.05 2.53 0.47
C -0.10 3.75 1.96
C 0.66 3.21 3.15
C -1.53 4.11 2.32
C -1.82 1.94 0.02
C -1.93 0.45 0.29
C -2.20 2.30 -1.40
O 0.78 1.14 0.94
C 2.11 1.21 1.27
C 2.86 0.18 1.63
H 2.30 2.72 -2.54
H 2.79 2.43 -0.88
H 1.62 1.36 -1.63
H 0.02 3.30 -1.82
H 1.68 5.18 -1.71
H 0.42 5.34 -0.50
H 2.01 4.76 -0.03
H 0.41 4.64 1.58
H 0.59 3.88 4.01
H 0.26 2.24 3.46
H 1.72 3.07 2.93
H -1.57 4.88 3.09
H -2.08 4.49 1.45
H -2.06 3.24 2.71
H -2.48 2.48 0.71
H -2.94 0.08 0.12
H -1.25 -0.10 -0.36
H -1.64 0.22 1.32
H -3.24 2.03 -1.63
H -2.10 3.37 -1.58
H -1.57 1.78 -2.12
H 2.55 2.20 1.22
H 3.90 0.31 1.88
H 2.45 -0.80 1.69
C 4.73 -1.36 -1.26
C 5.32 -2.28 -0.34
C 6.39 -1.87 0.46
C 6.99 -2.75 1.33
C 6.55 -4.06 1.43
C 5.48 -4.48 0.65
C 4.87 -3.61 -0.22
C 3.70 -1.69 -2.11
C 3.10 -0.83 -3.00
C 2.03 -1.20 -3.86
C 1.48 -0.27 -4.75
C 0.44 -0.61 -5.57
C -0.09 -1.89 -5.54
C 0.43 -2.83 -4.67
C 1.47 -2.50 -3.84
H 5.12 -0.36 -1.28
H 6.74 -0.85 0.39
H 7.82 -2.42 1.94
H 7.03 -4.74 2.10
H 5.13 -5.50 0.73
H 4.04 -3.96 -0.80
H 3.35 -2.71 -2.09
H 3.45 0.19 -3.05
H 1.89 0.73 -4.77
H 0.03 0.12 -6.25
H -0.91 -2.15 -6.19
H 0.02 -3.83 -4.64
H 1.86 -3.24 -3.17



# 2
70
Properties=species:S:1:pos:R:3 method="wB97M-V/def2-TZVPD" de_lowest_kcal_mol=96.5 fmax_ev_per_a=4.23 multiplicity=3 total_energy_ha=-4518.7099 charge=+2 e_lumo_ev="-7.581 / -8.979" e_homo_ev="-13.946 / -13.948"
C -0.34 6.16 -5.95
C -0.62 4.84 -6.35
C -0.85 4.69 -7.74
C -0.90 5.82 -8.58
N -0.73 7.06 -8.13
C -0.42 7.24 -6.85
C -0.73 3.80 -5.30
C -0.88 3.16 -4.27
C -1.20 2.53 -3.00
C -0.24 2.55 -1.96
C -0.33 1.56 -0.99
C -1.46 0.68 -0.86
C -2.55 0.98 -1.73
C -2.44 1.92 -2.76
Pt 0.05 0.45 -3.13
P 1.95 -0.87 -2.14
H -1.07 3.72 -8.18
H -0.14 6.38 -4.90
H -1.11 5.73 -9.65
H -0.25 8.26 -6.51
H -3.28 2.36 -3.33
H 0.51 3.33 -1.93
H -3.54 0.64 -1.49
H 0.38 1.59 -0.18
C 2.20 -2.49 -1.22
C 3.40 -3.35 -1.62
H 1.30 -3.06 -1.43
H 2.18 -2.32 -0.15
H 3.66 -4.06 -0.84
H 3.17 -3.95 -2.51
H 4.29 -2.76 -1.83
C 2.89 -1.34 -3.65
C 3.84 -0.28 -4.18
H 2.17 -1.66 -4.40
H 3.51 -2.22 -3.51
H 3.89 -0.42 -5.26
H 3.55 0.75 -3.94
H 4.87 -0.45 -3.81
C 3.05 0.30 -1.15
C 4.53 0.06 -0.81
H 2.52 0.46 -0.20
H 2.92 1.22 -1.73
H 4.91 0.98 -0.35
H 4.68 -0.74 -0.08
H 5.15 -0.10 -1.69
Br -2.08 -1.98 0.68
P -1.49 -1.65 -3.17
C -0.45 -3.38 -3.07
C -0.69 -4.69 -3.81
H -0.36 -3.77 -2.02
H 0.53 -2.99 -3.35
H 0.24 -5.22 -4.11
H -1.22 -5.37 -3.13
H -1.28 -4.62 -4.71
C -3.12 -1.96 -2.23
C -4.19 -3.04 -2.41
H -3.75 -1.06 -2.25
H -2.73 -2.07 -1.19
H -4.72 -3.22 -1.46
H -4.94 -2.63 -3.09
H -3.82 -3.99 -2.76
C -2.21 -0.64 -4.59
C -2.63 -1.40 -5.82
H -1.41 0.08 -4.85
H -3.02 0.03 -4.26
H -3.02 -0.72 -6.58
H -1.81 -1.95 -6.26
H -3.42 -2.10 -5.57
O 0.09 -0.42 0.65
C -1.02 -0.39 0.09



# 3
74
Properties=species:S:1:pos:R:3 method="wB97M-V/def2-TZVPD" de_lowest_kcal_mol=0.0 fmax_ev_per_a=0.10 multiplicity=2 total_energy_ha=-2439.2568 charge=+4 e_lumo_ev="-11.707 / -15.502" e_homo_ev="-19.039 / -19.039"
Ir 1.07 0.39 0.40
C 3.02 2.15 -1.67
C 1.91 3.15 -1.75
O 1.74 3.72 -0.47
C 0.47 4.30 -0.26
C -0.53 3.20 0.09
O 0.08 2.18 0.95
C 0.67 2.70 2.20
C 2.12 2.29 2.30
O 2.08 0.85 2.12
C 3.29 0.05 2.22
C 2.85 -1.34 1.80
O 2.27 -1.28 0.44
C 3.32 -1.33 -0.60
C 3.00 -0.30 -1.64
O 2.63 0.93 -0.93
H 3.30 1.84 -2.67
H 3.89 2.56 -1.15
H 2.19 3.92 -2.49
H 0.99 2.66 -2.11
H 0.59 5.02 0.55
H 0.10 4.85 -1.13
H -1.40 3.61 0.61
H -0.86 2.65 -0.79
H 0.57 3.78 2.23
H 0.09 2.28 3.02
H 2.74 2.74 1.53
H 2.51 2.52 3.30
H 4.06 0.47 1.57
H 3.63 0.05 3.26
H 3.67 -2.05 1.80
H 2.05 -1.71 2.43
H 4.28 -1.12 -0.12
H 3.33 -2.34 -1.01
H 3.89 -0.10 -2.23
H 2.18 -0.59 -2.29
O 0.08 -0.37 -1.20
S -0.85 0.34 -2.25
C -2.53 -0.04 -1.66
C -2.64 -1.24 -0.71
C -3.46 -0.92 0.54
C -2.93 0.20 1.44
S -1.45 -0.07 2.44
O -0.33 -0.65 1.54
C -1.95 -1.51 3.40
C -2.50 -1.31 4.63
C -2.95 -2.46 5.40
C -2.78 -3.76 4.93
C -2.20 -3.95 3.70
C -1.77 -2.82 2.92
C -0.66 -0.61 -3.70
C -0.41 0.12 -4.87
C -0.30 -0.57 -6.07
C -0.43 -1.95 -6.08
C -0.67 -2.66 -4.91
C -0.80 -2.00 -3.70
H -3.12 -0.16 -2.57
H -2.87 0.89 -1.20
H -1.65 -1.58 -0.43
H -3.13 -2.07 -1.23
H -3.62 -1.83 1.13
H -4.47 -0.60 0.26
H -3.66 0.50 2.19
H -2.67 1.11 0.88
H -2.63 -0.32 5.06
H -3.41 -2.28 6.37
H -3.11 -4.60 5.53
H -2.05 -4.94 3.30
H -1.29 -2.99 1.96
H -0.32 1.20 -4.84
H -0.12 -0.03 -6.98
H -0.35 -2.49 -7.02
H -0.77 -3.74 -4.94
H -0.98 -2.54 -2.79



# 4
78
Properties=species:S:1:pos:R:3 method="wB97M-V/def2-TZVPD" fmax_ev_per_a=5.62 total_energy_ha=-2523.3629 charge=+1 e_lumo_ev=-4.185 e_homo_ev=-10.765
Au 0.10 -0.13 0.47
C 4.67 -0.06 -3.22
C 3.28 0.02 -3.24
C 2.58 0.11 -2.06
C 3.26 0.13 -0.83
C 4.67 0.03 -0.82
C 5.35 -0.06 -2.01
N 2.55 0.22 0.31
N 2.98 0.27 1.49
C 2.18 0.09 2.55
C 2.73 0.07 3.85
C 1.91 -0.11 4.95
C 0.55 -0.33 4.79
C 0.00 -0.38 3.51
C 0.79 -0.10 2.43
H 5.22 -0.13 -4.14
H 2.76 0.01 -4.18
H 1.50 0.16 -2.05
H 5.17 0.04 0.14
H 6.43 -0.13 -1.99
H 3.79 0.18 3.96
H 2.35 -0.11 5.94
H -0.09 -0.47 5.65
H -1.04 -0.61 3.39
C -6.70 1.01 0.51
C -5.34 0.87 -0.14
C -5.25 1.60 -1.47
O -4.37 1.43 0.78
P -2.97 0.73 1.05
O -2.27 0.30 -0.18
C -2.18 1.98 2.12
P -0.86 2.79 1.18
O -0.12 1.91 0.23
O -1.66 3.95 0.49
C -1.32 4.68 -0.72
C 0.15 5.06 -0.75
C -1.73 3.85 -1.93
O 0.29 3.35 2.10
C 0.28 4.23 3.24
C 0.32 3.39 4.50
C -0.89 5.20 3.23
O -3.17 -0.45 2.10
C -3.49 -1.80 1.69
C -4.82 -2.18 2.33
C -2.38 -2.74 2.12
H -7.47 0.57 -0.12
H -6.94 2.06 0.67
H -6.72 0.51 1.47
H -5.10 -0.19 -0.29
H -5.41 2.67 -1.32
H -6.01 1.22 -2.15
H -4.27 1.45 -1.93
H -1.81 1.50 3.03
H -2.94 2.71 2.39
H -1.95 5.57 -0.64
H 0.76 4.16 -0.73
H 0.40 5.69 0.10
H 0.36 5.61 -1.67
H -1.14 2.94 -1.97
H -1.56 4.43 -2.84
H -2.78 3.60 -1.86
H 1.22 4.78 3.13
H -0.65 2.91 4.67
H 0.55 4.02 5.35
H 1.08 2.62 4.41
H -1.83 4.67 3.32
H -0.91 5.77 2.31
H -0.79 5.88 4.06
H -3.56 -1.81 0.59
H -4.72 -2.14 3.41
H -5.09 -3.19 2.04
H -5.61 -1.50 2.02
H -2.30 -2.75 3.21
H -1.43 -2.45 1.68
H -2.61 -3.75 1.79
O 1.87 -3.62 -0.29
C 1.17 -2.77 0.08
N 0.37 -2.00 0.51